No. 1
Formula: C7H16O
Source: OMol25
Level of theory: ωB97M-V with the def2-TZVPD basis set

Geometry (Å):
C -1.148 3.766 1.623
C -0.503 2.527 1.045
C -1.191 1.605 0.380
C -0.597 0.321 -0.190
C 0.853 0.304 -0.646
C 1.798 -0.410 0.354
C 1.909 -1.896 -0.046
H -1.462 4.470 0.836
H -0.412 4.356 2.177
H -2.008 3.495 2.230
H 0.578 2.420 1.100
H -2.256 1.543 0.176
H -1.177 0.162 -1.113
H -0.975 -0.602 0.259
H 0.896 -0.149 -1.638
H 1.244 1.310 -0.784
H 1.310 -0.239 1.324
H 2.802 0.016 0.471
H 1.823 -2.526 0.837
H 1.139 -2.190 -0.762
H 2.835 -2.105 -0.603
O -2.148 -5.487 -2.399
H -1.751 -5.501 -1.511
H -1.560 -5.190 -3.120

Calculated values
- SMILES = C/C=C/CCCC.O
- net charge = 0
- LUMO level (eV) = 0.67

=====

No. 2
Formula: C8H9BrNO3S
Source: OMol25
Level of theory: ωB97M-V with the def2-TZVPD basis set

Geometry (Å):
C 1.700 1.064 -1.748
C 0.611 1.751 -1.016
C 0.369 3.228 -1.203
C -0.301 1.053 -0.265
N -0.071 -0.324 -0.011
C -0.776 -0.984 0.907
C -0.156 -2.456 0.987
C 1.073 -2.429 0.262
S 1.595 -3.265 -1.036
Br 2.399 -1.171 1.034
O -1.699 -0.645 1.641
C -2.904 -1.565 2.436
O -3.842 -0.835 2.326
O -2.438 -2.614 2.745
H 2.485 1.643 -2.093
H 1.041 0.600 -2.664
H 2.218 0.180 -1.172
H 0.774 3.866 -0.330
H -0.770 3.341 -1.209
H 0.769 3.702 -2.163
H -1.157 1.682 -0.148
H -0.007 -2.639 2.121
H -0.914 -3.184 0.602

Calculated values
- SMILES = CC(C)=C/N=C(/CC(=S)Br)OC(=O)[O-]
- net charge = -1
- LUMO level (eV) = 2.75

=====

No. 3
Formula: C2H3ClN2O
Source: OMol25
Level of theory: ωB97M-V with the def2-TZVPD basis set

Geometry (Å):
Cl -2.455 -0.250 -0.411
N -0.817 -0.033 0.610
C 0.189 -0.901 0.386
C 1.161 -0.287 -0.323
O 0.886 0.993 -0.454
N -0.303 1.167 0.269
H 0.225 -1.928 0.841
H 2.016 -0.592 -0.758
H -0.902 1.830 -0.161

Calculated values
- SMILES = ClN1C=CON1
- net charge = 0
- LUMO level (eV) = -0.10

=====

No. 4
Formula: C20H19N3O5S2
Source: OMol25
Level of theory: ωB97M-V with the def2-TZVPD basis set

Geometry (Å):
C -1.614 -2.534 0.912
C -0.223 -3.102 1.131
O 0.733 -2.093 0.809
C 2.000 -2.481 0.682
O 2.369 -3.626 0.803
C 2.924 -1.366 0.383
C 4.287 -1.628 0.308
N 5.197 -0.700 0.078
C 4.740 0.534 -0.079
S 5.885 1.802 -0.365
C 7.431 0.853 -0.322
N 3.469 0.914 -0.041
C 2.549 -0.009 0.184
O 1.261 0.279 0.218
C 0.677 1.524 0.162
C 1.325 2.742 0.016
C 0.559 3.898 0.008
C -0.814 3.857 0.144
C -1.460 2.628 0.283
N -2.844 2.558 0.384
S -3.698 1.274 1.048
O -2.940 0.621 2.074
O -4.976 1.825 1.388
C -3.907 0.128 -0.312
C -4.600 -1.033 -0.025
C -4.801 -1.969 -1.026
C -4.303 -1.733 -2.298
C -3.611 -0.565 -2.573
C -3.411 0.377 -1.575
C -0.709 1.464 0.280
H -1.739 -2.238 -0.127
H -2.356 -3.289 1.155
H -1.775 -1.664 1.546
H -0.040 -3.977 0.496
H -0.078 -3.403 2.174
H 4.649 -2.638 0.446
H 7.407 0.101 -1.102
H 8.235 1.561 -0.491
H 7.529 0.381 0.650
H 2.395 2.788 -0.082
H 1.053 4.852 -0.101
H -1.393 4.769 0.144
H -3.337 3.433 0.465
H -4.970 -1.183 0.977
H -5.342 -2.878 -0.814
H -4.456 -2.463 -3.079
H -3.225 -0.385 -3.565
H -2.875 1.290 -1.775
H -1.175 0.502 0.405

Calculated values
- SMILES = CCOC(=O)c1cnc(SC)nc1Oc1cccc(NS(=O)(=O)c2ccccc2)c1
- net charge = 0
- LUMO level (eV) = 0.26

=====

No. 5
Formula: C2H6N2OPS
Source: OMol25
Level of theory: ωB97M-V with the def2-TZVPD basis set

Geometry (Å):
C -1.036 0.470 0.055
C 1.511 -0.278 -0.196
N -1.432 -0.835 -0.064
N -2.035 1.323 0.143
O 4.231 -0.949 0.152
P 3.500 0.230 -0.012
S 0.506 1.206 -0.056
H 1.261 -0.985 0.463
H 1.498 -0.785 -1.139
H -2.415 -1.033 0.100
H -0.817 -1.532 0.315
H -2.881 0.937 0.533
H -1.892 2.230 -0.294

Calculated values
- net charge = +1
- LUMO level (eV) = -4.42

=====

No. 6
Formula: C3H5NO
Source: OMol25
Level of theory: ωB97M-V with the def2-TZVPD basis set

Geometry (Å):
C 1.426 -0.046 -0.250
N 0.855 1.075 -0.118
C -0.544 0.787 0.214
C -0.672 -0.738 -0.018
O 0.692 -1.191 -0.157
H 2.497 -0.132 -0.427
H -1.200 1.422 -0.399
H -0.729 1.072 1.262
H -1.071 -1.303 0.825
H -1.253 -0.948 -0.931

Calculated values
- SMILES = C1=NCCO1
- net charge = 0
- LUMO level (eV) = 1.02

=====

Question: Look up the LUMO level of the fourth one.
Answer: 0.26 eV